Entry 1:
This record from the Open Molecules 2025 dataset describes a structure of composition C34H23AsF5NPdS2. The level of theory is ωB97M-V with the def2-TZVPD basis set.

Each line ends with the natural charge from an NBO analysis.
CARTESIAN COORDINATES (ANGSTROEM)
Pd  0.19582  -1.34322  0.69827  0.010
C  1.79967  1.28717  2.10966  -0.654
C  2.20354  0.09230  2.92198  0.240
C  3.12538  0.22212  3.98580  -0.266
C  3.51205  -0.87927  4.68091  -0.159
C  2.99742  -2.14605  4.34436  -0.120
C  3.38852  -3.31730  5.02950  -0.276
C  2.84953  -4.51465  4.64250  -0.205
C  1.92132  -4.58946  3.59330  -0.285
C  1.48587  -3.46824  2.87829  -0.158
S  0.33285  -3.62945  1.60815  -0.383
C  2.05906  -2.19922  3.27038  0.205
N  1.69345  -1.07357  2.59627  -0.465
H  2.27451  2.19999  2.47552  0.186
H  0.71528  1.41251  2.12439  0.271
H  2.08314  1.12825  1.06781  0.234
H  3.51316  1.20479  4.22944  0.196
H  4.22128  -0.80441  5.50074  0.190
H  4.10322  -3.24710  5.84252  0.184
H  3.13820  -5.42684  5.15610  0.186
H  1.50659  -5.54940  3.31234  0.205
F  -7.23246  3.35563  1.59830  -0.322
C  -6.01821  2.76837  1.69632  0.191
C  -5.83165  1.65771  2.49163  0.288
F  -6.88948  1.16734  3.17568  -0.328
C  -4.59177  1.06009  2.59024  0.270
F  -4.50068  -0.01376  3.38955  -0.308
C  -3.44844  1.51889  1.90709  -0.250
S  -1.91157  0.76663  2.02039  -0.397
C  -3.69999  2.65717  1.11109  0.275
F  -2.69949  3.22966  0.42507  -0.316
C  -4.93451  3.26576  1.00733  0.255
F  -5.09881  4.36323  0.23867  -0.319
C  -4.00261  0.24420  -3.48657  -0.237
C  -3.81980  0.41507  -2.11993  -0.206
C  -2.57373  0.20050  -1.54589  -0.251
C  -1.47790  -0.16091  -2.33178  -0.216
C  -1.67631  -0.34809  -3.69812  -0.264
C  -2.92888  -0.15051  -4.27295  -0.232
As  0.23512  -0.41195  -1.35617  0.946
C  0.91788  1.42567  -1.61064  -0.237
C  2.14160  1.75053  -2.18794  -0.265
C  2.61370  3.06231  -2.16837  -0.233
C  1.86373  4.06371  -1.56706  -0.246
C  0.64928  3.74056  -0.96819  -0.205
C  0.18915  2.43217  -0.97990  -0.246
C  1.28421  -1.30855  -2.75841  -0.361
C  1.57118  -0.79510  -4.02305  -0.236
C  2.31138  -1.53301  -4.94072  -0.244
C  2.77549  -2.79867  -4.60182  -0.218
C  2.49935  -3.31738  -3.34194  -0.246
C  1.76222  -2.57437  -2.42727  -0.139
H  -4.97738  0.40240  -3.93374  0.192
H  -4.65551  0.70582  -1.49170  0.207
H  -2.44194  0.28995  -0.47317  0.258
H  -0.85759  -0.66545  -4.32694  0.207
H  -3.06479  -0.30910  -5.33749  0.190
H  2.74839  0.97765  -2.64447  0.209
H  3.57231  3.29664  -2.61952  0.191
H  2.23005  5.08383  -1.54893  0.192
H  0.06383  4.50459  -0.46905  0.207
H  -0.72212  2.18402  -0.45271  0.252
H  1.22207  0.19428  -4.29337  0.216
H  2.52678  -1.11883  -5.91948  0.195
H  3.35246  -3.37365  -5.31706  0.192
H  2.86156  -4.30196  -3.06999  0.203
H  1.54401  -2.96206  -1.43523  0.250

Values from the calculation:
Total charge: -2
DFT total energy, Ha: -5023.6029
Gap between HOMO and LUMO, hartree: 0.192
Energy above the lowest of the compared OMol25 structures with the same formula, charge and spin, kJ/mol: 9.9

=====

Entry 2:
This record from the Open Molecules 2025 dataset describes a structure of composition C10H8N3O6Yb at a distorted geometry. The level of theory is ωB97M-V with the def2-TZVPD basis set.

Each line ends with the natural charge from an NBO analysis.
CARTESIAN COORDINATES (ANGSTROEM)
O  0.13982  -0.07089  -7.16065  -0.445
C  0.09859  -0.06496  -6.01334  0.455
Yb  -0.73046  0.10891  -1.40778  1.405
O  2.19783  -0.10290  -3.62084  -0.329
C  1.22202  -0.06434  -3.03461  0.506
C  -3.11497  -0.11616  -0.99218  0.510
O  -4.17976  -0.13158  -0.57157  -0.320
C  -0.88686  -2.38106  -1.91896  0.505
O  -0.91645  -3.52173  -2.08714  -0.338
C  -0.91972  2.44963  -2.03521  0.503
O  -1.00628  3.58699  -2.17846  -0.299
H  -1.64024  -0.14896  -3.34014  -0.422
C  -0.74177  1.60681  3.63222  -0.407
N  -0.00045  0.73094  2.73425  -0.369
C  1.02941  -0.00069  3.23104  0.178
C  1.74356  -0.83918  2.41501  -0.365
C  1.38942  -0.94439  1.04722  0.505
N  0.37277  -0.21196  0.55084  -0.767
C  -0.32412  0.62472  1.40251  0.786
O  -1.27983  1.27785  0.86805  -0.674
N  2.01347  -1.76493  0.17343  -0.723
H  -0.30423  1.51210  4.62526  0.237
H  -1.78205  1.27731  3.66274  0.245
H  -0.63088  2.63471  3.28143  0.245
H  1.25262  0.11431  4.28745  0.264
H  2.55086  -1.42724  2.81809  0.273
H  2.77031  -2.36735  0.43385  0.445
H  1.67740  -1.76598  -0.80254  0.394

Values from the calculation:
Multiplicity: 2
Total charge: +2
DFT total energy, Ha: -2159.6904
Gap between HOMO and LUMO (spin up / spin down), hartree: 0.260 / 0.260
Energy above the lowest of the compared OMol25 structures with the same formula, charge and spin, kJ/mol: 0.0

=====

Entry 3:
This record from the Open Molecules 2025 dataset describes a structure of composition C5H8O2. The level of theory is ωB97M-V with the def2-TZVPD basis set.

Each line ends with the natural charge from an NBO analysis.
CARTESIAN COORDINATES (ANGSTROEM)
O  2.56741  0.77634  0.71799  -0.741
C  1.82254  0.21271  -0.19480  -0.121
C  0.38113  0.02705  0.15865  0.576
O  -0.36151  0.98562  0.72131  -0.447
C  -1.56894  0.23598  0.40891  0.092
C  -1.72493  0.21007  -1.05332  -0.393
C  -0.75557  -0.76187  -0.36992  -0.368
H  1.81470  -0.17829  1.79859  0.154
H  1.58154  0.87942  -1.07487  0.238
H  2.15531  -0.74694  -0.66002  0.149
H  1.17454  -0.68088  1.88139  -0.113
H  -2.29879  0.11196  1.19790  0.235
H  -1.33658  1.03286  -1.64858  0.239
H  -2.62499  -0.26584  -1.43252  0.241
H  -0.82587  -1.83819  -0.45070  0.259

Values from the calculation:
Total charge: 0
DFT total energy, Ha: -345.5631
Gap between HOMO and LUMO, hartree: 0.301
Energy above the lowest of the compared OMol25 structures with the same formula, charge and spin, kJ/mol: 635.0

=====

Entry 4:
This record from the Open Molecules 2025 dataset describes a cluster of 7 separate species, C19H48I2O11S in total at a distorted geometry. The level of theory is ωB97M-V with the def2-TZVPD basis set.

Each line ends with the Mulliken charge.
CARTESIAN COORDINATES (ANGSTROEM)
C  4.65679  -3.16853  0.68707  -1.222
C  3.65351  -2.85745  -0.42086  0.601
O  3.94572  -3.10303  -1.53599  -0.557
O  2.44760  -2.42937  -0.00845  -0.021
C  1.94681  -1.11868  -0.37964  2.337
C  0.60465  -1.37443  -1.14667  -1.322
C  -0.35353  -2.35488  -0.49402  -0.641
C  -1.56120  -1.70380  0.22507  -0.545
C  -2.25364  -0.57826  -0.56952  -1.112
S  -2.09606  1.03968  0.22791  0.998
O  -2.15991  0.93896  1.64816  -0.649
O  -3.16995  1.91041  -0.22481  -0.404
O  -0.72989  1.73246  -0.17605  -0.092
C  1.54490  -0.36210  0.92473  -0.043
C  1.90211  -1.03572  2.25612  -0.586
C  0.85385  -1.97627  2.83497  -1.378
I  2.07254  0.61647  3.68839  0.040
C  2.73410  -0.24491  -1.34712  -1.553
C  3.83481  0.68079  -0.78092  -0.866
C  4.62428  0.23913  0.44062  -0.928
I  2.97446  2.67338  -0.56365  0.080
H  4.59367  -4.21024  0.98878  0.228
H  5.63892  -3.02999  0.24618  0.413
H  4.58867  -2.48069  1.52198  0.275
H  0.18136  -0.40509  -1.39604  0.459
H  0.92171  -1.81047  -2.09505  0.458
H  0.09243  -3.06214  0.19521  0.029
H  -0.78584  -2.96121  -1.28855  0.693
H  -1.31442  -1.34736  1.21997  0.007
H  -2.31018  -2.47985  0.36448  0.566
H  -3.32478  -0.73706  -0.58964  0.555
H  -1.88735  -0.44350  -1.58553  0.284
H  -0.31063  2.13898  0.60824  0.181
H  2.01571  0.61360  0.94924  0.361
H  0.48480  -0.15420  0.95321  -0.838
H  2.87220  -1.50868  2.28761  0.496
H  0.74070  -2.90810  2.28464  0.181
H  1.18975  -2.25446  3.83323  0.595
H  -0.08053  -1.44530  2.99185  0.323
H  1.99276  0.41355  -1.78384  0.535
H  3.12967  -0.77786  -2.20789  0.621
H  4.56767  0.81737  -1.56522  0.690
H  5.11840  1.11237  0.85887  0.486
H  5.42704  -0.42260  0.12085  0.273
H  4.04955  -0.20113  1.24703  0.096
C  1.48794  -6.38452  -0.23946  -0.662
O  1.19269  -5.23395  -1.02341  -0.421
H  0.54773  -6.84192  0.05859  0.251
H  2.06778  -7.10607  -0.82062  0.292
H  2.04855  -6.10353  0.65719  0.250
H  2.03195  -4.83584  -1.28167  0.243
C  -1.76709  4.32261  1.91320  -0.207
O  -0.37129  4.39154  1.60079  -0.516
H  -1.88457  3.73926  2.82302  -0.040
H  -2.17017  5.32402  2.07738  0.362
H  -2.31713  3.83477  1.10463  0.060
H  -0.28158  4.90909  0.79377  0.256
C  -7.07505  2.87877  0.35947  -0.532
O  -5.83906  3.43208  0.78775  -0.468
H  -7.87564  3.37046  0.90741  0.225
H  -7.22074  3.04622  -0.71174  0.248
H  -7.10696  1.80533  0.56770  0.223
H  -5.13837  2.98708  0.29638  0.278
C  -2.92432  3.87454  -3.65556  -0.645
O  -2.43361  2.65680  -3.11483  -0.390
H  -2.61340  3.93453  -4.69612  0.222
H  -4.01649  3.90343  -3.60683  0.267
H  -2.51335  4.72924  -3.11048  0.245
H  -2.70500  2.60702  -2.18995  0.262
C  -0.81513  3.48039  4.80916  -0.576
O  0.54991  3.52916  4.40681  -0.492
H  -0.85120  3.14658  5.84316  0.334
H  -1.27072  4.47220  4.73820  0.295
H  -1.37313  2.77544  4.18570  0.187
H  0.57365  3.82639  3.48801  0.336
C  -0.86638  -1.78871  -5.08744  -0.568
O  0.35722  -1.24187  -4.60424  -0.445
H  -1.68253  -1.33532  -4.52983  0.171
H  -0.99265  -1.56462  -6.14918  0.313
H  -0.88731  -2.87147  -4.93722  0.266
H  1.07215  -1.64890  -5.10462  0.271

Values from the calculation:
SMILES: CC(=O)OC(CCCCS(=O)(=O)O)(C[C@H](C)I)C[C@H](C)I.CO.CO.CO.CO.CO.CO
Total charge: 0
DFT total energy, Ha: -2573.8254
Gap between HOMO and LUMO, hartree: 0.342

=====

Question: Which value of total charge does entry 4 give?
Answer: 0

=====

Question: Which value of total charge does entry 3 give?
Answer: 0

=====

Question: What is the total charge in the third record?
Answer: 0

=====

Question: Among the records above, which one has the highest total charge?
Answer: C10H8N3O6Yb